[1]
Computed, not measured: C6H10O in the gas phase, with ωB97M-V with the def2-TZVPD basis set.

XYZ file:
```
17
Properties=species:S:1:pos:R:3:forces:R:3:lowdin_charge:R:1
O 2.1867 -0.6059 -0.3269 -0.1 -0.1 0.0 0.11
C 1.1724 -0.1193 0.3818 -0.1 0.0 0.1 -0.32
C -0.0391 -1.0033 0.5295 0.1 0.0 0.0 -0.15
C -1.3445 -0.4138 -0.0318 0.0 0.0 0.0 -0.26
C -1.2271 0.0802 -1.4691 0.0 0.0 -0.1 -0.10
C 0.2524 1.6683 1.6593 0.4 0.1 -0.1 0.07
C 1.3197 1.1498 0.9110 -0.2 0.0 0.1 -0.21
H 1.9766 -1.4933 -0.6502 0.0 0.1 0.0 0.12
H -0.4670 0.8656 -1.5478 -0.1 -0.1 0.0 0.07
H -0.1750 -1.2028 1.5965 0.0 0.1 -0.1 0.13
H 0.1708 -1.9672 0.0399 0.0 0.1 0.1 0.12
H -1.6199 0.4114 0.6296 0.0 -0.1 -0.1 0.08
H -2.1160 -1.1904 0.0411 0.1 0.1 0.0 0.11
H -0.9584 -0.7249 -2.1642 0.0 0.1 0.1 0.07
H -2.1760 0.5085 -1.8074 0.1 -0.1 0.0 0.07
H 0.5198 2.7051 1.9469 0.0 -0.2 0.0 -0.01
H 2.2754 1.6348 0.6811 -0.2 0.0 0.0 0.10
```
Positions in Å, forces in eV/Å.

Results
Spin multiplicity   1
Total charge   0
Orbital gap   0.282 Eh
ΔE to the lowest compared entry with this formula, charge and spin   311.3 kJ/mol
LUMO level   -0.0028 Ha

[2]
Computed, not measured: 9 unconnected molecules or ions with the total composition C51H116BN8O21 in a non-equilibrium geometry, with ωB97M-V with the def2-TZVPD basis set.

XYZ file:
```
197
Properties=species:S:1:pos:R:3:forces:R:3:lowdin_charge:R:1
O -15.5474 -32.8728 -18.8116 -2.8 -0.5 1.0 0.06
C -16.7503 -32.9024 -18.5300 2.1 0.7 -1.6 -0.29
O -17.6659 -32.1086 -19.1026 0.7 -1.3 1.2 0.22
B -18.9102 -32.2862 -18.3105 -3.2 2.0 -0.1 -0.86
O -18.6038 -33.3218 -17.3156 -2.1 0.1 -0.1 0.23
C -17.4446 -33.8058 -17.4629 1.4 0.1 0.5 -0.44
O -17.0018 -34.6865 -16.7685 0.9 -0.4 -0.5 0.11
O -20.1279 -32.6061 -19.1483 3.1 -3.0 -0.6 0.13
C -21.0944 -31.7434 -18.9860 1.2 5.5 3.8 -0.51
O -22.1830 -31.6700 -19.5444 -1.4 -0.9 -1.3 -0.02
C -20.5196 -30.6468 -18.0329 -3.7 -1.5 -2.5 -0.46
O -19.3490 -31.0760 -17.5580 2.5 -0.7 0.2 0.12
O -21.1226 -29.6106 -17.6613 0.7 0.0 0.3 -0.06
C -15.9873 -31.4118 -14.6121 -0.8 -1.0 -0.9 -0.03
C -16.5349 -30.0117 -14.2519 0.6 -1.4 -1.9 -0.51
C -15.6412 -29.5927 -13.0944 -0.4 3.0 -0.9 -0.12
C -15.7691 -28.0187 -12.9478 -0.6 -1.6 1.7 -0.19
C -15.3197 -27.2787 -14.1649 -0.2 -0.1 0.5 -0.16
C -16.0648 -27.7559 -15.4424 1.8 -2.0 0.1 -0.50
N -16.1903 -29.2385 -15.4610 1.8 0.9 -0.1 -0.10
O -16.6725 -29.7523 -16.7438 0.3 0.8 2.4 0.01
C -17.3727 -27.0593 -15.6240 -0.8 0.6 -1.0 -0.03
C -15.0784 -27.4264 -16.5942 -0.3 -0.2 0.2 -0.03
C -18.0308 -29.9931 -13.9421 0.3 -0.7 0.7 0.00
H -16.6109 -31.9419 -15.3320 -0.4 0.1 0.0 0.07
H -15.8604 -32.1491 -13.8195 0.0 0.4 0.5 0.08
H -15.0641 -31.2851 -15.1776 0.2 0.1 0.4 0.09
H -15.7839 -30.1210 -12.1517 -0.6 0.0 -0.1 0.12
H -14.5837 -29.7095 -13.3316 0.0 -0.4 -0.4 0.12
H -15.1732 -27.9215 -12.0403 0.3 1.2 0.0 0.10
H -16.7716 -27.6652 -12.7066 -0.3 -0.5 0.2 0.10
H -14.2322 -27.3115 -14.0983 0.2 -0.2 -1.1 0.11
H -15.5899 -26.2251 -14.0947 0.1 0.2 0.2 0.11
H -17.6527 -27.3840 -16.6261 -0.4 0.6 -0.3 0.08
H -18.2697 -27.2576 -15.0374 0.5 -0.5 0.6 0.08
H -17.2172 -25.9828 -15.5517 -0.1 0.2 -0.5 0.08
H -15.2919 -27.9071 -17.5489 -0.9 0.6 0.0 0.06
H -15.0398 -26.3374 -16.6227 0.4 0.1 -0.6 0.08
H -14.1047 -27.8749 -16.3970 0.1 0.3 0.6 0.08
H -18.5546 -29.0372 -13.9328 0.6 0.2 0.4 0.07
H -17.9831 -30.4540 -12.9555 -1.1 -0.1 0.2 0.08
H -18.6356 -30.5949 -14.6205 0.3 -0.4 -0.1 0.08
H -17.6170 -29.7460 -16.5723 -0.9 -0.4 -0.8 0.07
C -19.2784 -36.5678 -25.6152 -0.1 -1.1 -0.6 -0.13
O -18.2860 -36.9174 -24.6916 -0.6 0.0 1.8 -0.19
C -18.6963 -37.6567 -23.5025 0.2 1.7 1.3 -0.15
C -19.9066 -37.1052 -22.6221 0.0 0.6 -0.5 -0.18
N -19.5863 -35.8854 -21.8667 0.0 -0.4 -0.6 -0.06
C -18.8606 -36.0834 -20.6154 -0.4 0.9 0.4 -0.16
C -19.7999 -36.1296 -19.3524 0.0 0.5 0.4 -0.18
O -20.9876 -36.8462 -19.5824 -0.6 -1.2 -1.1 -0.21
C -20.9530 -38.2407 -19.4507 0.3 -0.5 1.4 -0.14
H -20.2945 -36.7541 -25.2674 0.0 0.0 0.1 0.07
H -19.0662 -37.2470 -26.4409 -0.5 0.1 -0.6 0.08
H -19.2265 -35.5438 -25.9851 0.3 0.1 0.4 0.09
H -17.8600 -37.4498 -22.8349 0.3 -0.2 0.0 0.10
H -18.6692 -38.7383 -23.6349 -0.6 -0.1 -0.5 0.10
H -20.3242 -37.7655 -21.8620 0.4 -1.2 -0.5 0.08
H -20.7653 -36.8152 -23.2277 0.0 -0.2 -0.3 0.10
H -20.4714 -35.4794 -21.5986 -0.1 0.3 -0.2 0.11
H -18.1828 -35.2312 -20.6654 0.2 0.1 1.2 0.10
H -18.2267 -36.9700 -20.6270 -0.1 -0.2 -0.2 0.11
H -20.2995 -35.2539 -18.9380 1.0 1.2 -0.9 0.12
H -19.2807 -36.4742 -18.4581 0.4 -0.6 -0.1 0.12
H -21.3500 -38.4651 -18.4607 -0.5 -0.3 0.1 0.08
H -19.9556 -38.6730 -19.3707 0.4 0.2 -0.5 0.09
H -21.5159 -38.8184 -20.1839 -0.1 0.5 -0.3 0.08
C -18.8519 -27.8080 -19.9354 -0.1 -0.6 -1.8 -0.04
O -17.9150 -28.4055 -20.9420 -0.7 1.2 0.2 -0.23
C -18.2385 -27.9640 -22.3210 -0.5 -1.7 1.2 -0.18
C -17.2827 -28.6710 -23.3445 -0.6 2.0 0.2 -0.24
N -16.9683 -30.0386 -23.0293 -1.4 -0.2 1.4 -0.02
C -18.1635 -30.9729 -22.8605 1.2 1.9 -1.4 -0.17
C -17.7537 -32.3574 -22.5922 0.9 -1.2 0.5 -0.26
O -16.4668 -32.6899 -23.1038 0.8 -1.9 0.6 -0.16
C -15.9950 -33.9749 -22.5042 -1.8 1.1 0.2 -0.05
H -19.8389 -28.2360 -20.1107 -0.2 0.1 -0.2 0.07
H -18.9000 -26.7297 -20.0873 0.1 0.1 0.0 0.07
H -18.6900 -28.0084 -18.8762 1.0 -0.5 -0.3 0.07
H -18.3342 -26.8782 -22.3237 0.5 0.2 -0.4 0.10
H -19.2139 -28.3656 -22.5956 -0.5 0.1 0.4 0.10
H -16.3378 -28.1331 -23.2674 0.2 0.0 -0.5 0.11
H -17.7255 -28.5207 -24.3291 0.1 0.0 -0.2 0.11
H -16.7712 -29.7290 -22.0883 1.1 -1.6 1.1 0.07
H -18.6909 -30.8956 -23.8113 -0.5 0.1 0.2 0.12
H -18.7445 -30.8515 -21.9463 -0.8 1.4 -0.5 0.12
H -18.5495 -33.0093 -22.9527 0.0 -0.5 -0.2 0.12
H -17.8473 -32.3704 -21.5063 1.0 -1.0 0.3 0.10
H -16.0621 -33.8550 -21.4229 0.2 0.1 0.2 0.06
H -15.0009 -34.3610 -22.7296 0.1 1.0 -0.6 0.08
H -16.7106 -34.7572 -22.7573 -0.2 -0.1 -0.2 0.06
C -24.5045 -32.5357 -23.6907 -0.9 -1.3 0.6 -0.17
O -23.8358 -31.4230 -24.0714 1.0 1.1 -0.7 -0.19
C -22.5600 -31.2264 -23.4818 0.2 1.9 0.8 -0.17
C -22.6242 -30.0834 -22.3867 1.3 -0.7 0.1 -0.19
N -22.7577 -28.7408 -22.9026 0.1 -0.2 -0.9 -0.05
C -23.0475 -27.6166 -21.9692 0.9 -3.3 -0.8 -0.20
C -24.3844 -27.1398 -22.2216 -1.4 3.6 -0.3 -0.25
O -24.4418 -26.6638 -23.5952 -1.6 1.1 -1.1 -0.20
C -25.2750 -25.4561 -23.9250 1.4 -0.7 1.8 -0.07
H -23.8941 -33.4381 -23.7232 0.2 -0.2 -0.2 0.08
H -25.3442 -32.6686 -24.3729 -0.1 -0.1 0.1 0.08
H -24.8713 -32.4650 -22.6667 -0.3 0.0 0.3 0.08
H -21.9184 -30.9997 -24.3332 0.2 0.7 0.2 0.11
H -22.0620 -32.0858 -23.0329 -0.7 -0.5 0.3 0.12
H -21.6932 -30.1033 -21.8202 0.3 -0.4 0.0 0.10
H -23.3548 -30.3172 -21.6123 -0.4 -0.4 -0.1 0.08
H -23.4465 -28.8019 -23.6388 -0.2 0.6 -0.1 0.09
H -22.2726 -26.8613 -22.1005 -0.2 0.2 0.3 0.12
H -23.1208 -27.9848 -20.9459 0.7 -0.1 0.3 0.12
H -24.4097 -26.2952 -21.5331 -0.6 0.8 0.0 0.11
H -25.2500 -27.7176 -21.8977 0.2 -0.8 -0.5 0.13
H -24.7600 -24.6045 -23.4805 0.0 0.1 0.4 0.07
H -26.2841 -25.4879 -23.5142 0.0 -0.4 0.1 0.07
H -25.3369 -25.1449 -24.9678 0.3 -1.2 -0.3 0.07
C -7.4027 -30.0300 -23.0172 0.3 1.1 -1.4 -0.13
O -8.6582 -30.1075 -22.4659 0.1 -2.1 -0.5 -0.26
C -9.1432 -28.8646 -22.0344 -1.6 -1.5 1.0 -0.17
C -10.6593 -29.2844 -21.6755 0.2 0.0 -1.1 -0.13
N -10.6301 -30.5384 -20.8504 0.9 3.5 -1.0 -0.03
C -10.6511 -30.1575 -19.4596 1.1 -2.2 1.1 -0.24
C -12.0187 -30.0256 -18.7963 1.7 -0.3 -1.4 -0.23
O -12.9277 -30.5620 -19.7221 -1.1 1.4 1.2 -0.16
C -14.2513 -30.1654 -19.3386 -0.4 -0.3 0.9 -0.07
H -6.8157 -30.9482 -23.0383 -0.3 -0.1 0.6 0.09
H -6.8773 -29.1651 -22.6121 0.7 -0.2 0.5 0.08
H -7.5512 -29.7337 -24.0556 0.3 -0.1 -0.6 0.08
H -8.9387 -28.1726 -22.8514 -0.5 0.7 0.4 0.12
H -8.5310 -28.7736 -21.1371 -0.2 1.5 0.4 0.12
H -11.1262 -29.5526 -22.6232 0.1 0.1 -0.3 0.11
H -11.3223 -28.5303 -21.2513 0.4 0.2 0.2 0.11
H -9.6368 -30.6597 -20.9868 0.0 -1.7 0.0 0.05
H -9.9482 -29.3951 -19.1239 -0.1 1.0 -0.4 0.11
H -10.1287 -31.0370 -19.0831 -0.3 -0.3 0.9 0.10
H -12.1046 -28.9598 -18.5846 -1.0 0.2 0.1 0.11
H -11.8938 -30.5887 -17.8714 -0.8 0.0 0.4 0.12
H -14.9366 -30.2025 -20.1855 0.2 -0.2 0.1 0.10
H -14.3244 -29.2135 -18.8127 0.6 0.8 -0.8 0.05
H -14.6235 -30.7449 -18.4938 -0.1 -0.9 -0.4 0.07
C -18.6150 -34.2904 -11.4511 0.5 0.1 -1.5 -0.10
O -18.3484 -33.7215 -12.7498 0.0 0.1 1.2 -0.22
C -18.6940 -34.5687 -13.8411 -0.2 -0.1 0.0 -0.22
C -19.9216 -33.9634 -14.4860 0.7 0.6 -1.3 -0.22
N -20.6548 -34.8039 -15.4209 -1.7 -0.2 1.5 -0.04
C -21.9292 -34.2021 -15.8917 0.4 -0.4 -1.0 -0.15
C -22.9103 -35.1419 -16.6681 0.3 0.7 -1.4 -0.21
O -24.1918 -34.5572 -16.8527 -1.4 1.2 0.1 -0.22
C -24.3442 -33.7079 -18.0434 1.2 -1.0 0.2 -0.07
H -18.2740 -33.6056 -10.6746 0.3 0.0 -0.2 0.08
H -18.0404 -35.2159 -11.4889 -0.1 -0.3 0.9 0.08
H -19.6700 -34.4800 -11.2536 -0.2 -0.1 -0.3 0.08
H -18.8110 -35.6191 -13.5748 -0.1 -0.2 0.5 0.11
H -17.8869 -34.5172 -14.5718 0.1 -0.1 0.1 0.10
H -19.4144 -33.1292 -14.9709 -0.4 0.5 -0.7 0.10
H -20.5445 -33.4175 -13.7774 -0.5 -0.8 0.3 0.12
H -20.1150 -35.3535 -16.0741 0.0 0.7 -0.2 0.10
H -21.7097 -33.3454 -16.5289 0.0 0.1 -0.6 0.11
H -22.5080 -33.7151 -15.1069 0.2 -0.6 0.7 0.11
H -23.0340 -36.1632 -16.3079 -0.1 0.2 0.9 0.11
H -22.6385 -35.3113 -17.7100 1.2 0.0 -0.1 0.09
H -23.6098 -32.9056 -18.1143 0.0 0.2 0.3 0.06
H -25.3425 -33.3012 -18.2045 -0.1 -0.3 0.9 0.06
H -24.1446 -34.3207 -18.9225 0.1 -0.3 -0.2 0.08
C -13.0971 -34.9969 -18.3674 1.5 -0.4 1.0 -0.08
C -12.3467 -33.8488 -19.0991 -2.3 -2.2 1.0 -0.40
C -10.9685 -34.2591 -19.5485 -1.0 0.3 2.3 -0.25
O -10.5139 -33.1548 -20.2258 2.9 0.5 -1.5 -0.16
C -9.1209 -33.2782 -20.5068 0.9 -1.6 -0.9 -0.12
N -13.2483 -33.5795 -20.2042 0.8 0.7 -1.0 0.06
H -12.4354 -35.4564 -17.6332 0.0 0.1 0.8 0.06
H -13.3278 -35.8760 -18.9690 -0.3 0.3 -0.6 0.07
H -13.9941 -34.5958 -17.8956 0.0 -0.2 -0.1 0.07
H -12.2976 -33.0925 -18.3157 0.1 0.7 -0.6 0.14
H -11.0043 -35.2840 -19.9178 0.2 0.1 -1.6 0.13
H -10.3596 -34.3925 -18.6544 0.2 0.0 0.5 0.12
H -8.9322 -34.1129 -21.1820 -0.5 -0.6 -0.3 0.08
H -8.4283 -33.5666 -19.7160 -0.6 0.1 1.2 0.08
H -8.4977 -32.5569 -21.0355 -1.4 1.4 0.0 0.07
H -14.1239 -33.2178 -19.8541 0.1 0.3 0.0 0.02
H -13.4853 -34.5108 -20.5149 -0.2 -0.1 -0.5 0.06
C -25.3026 -27.6905 -16.1444 0.1 -1.3 -0.4 -0.07
C -24.4111 -27.7615 -17.4160 1.2 -1.4 0.9 -0.42
C -24.3736 -29.1175 -18.2294 0.5 1.0 1.2 -0.18
O -25.5813 -29.2212 -18.9630 -0.2 -2.0 0.0 -0.21
C -25.6774 -30.5260 -19.6477 0.0 1.6 0.1 -0.05
N -24.8292 -26.7052 -18.2373 -1.7 2.1 -1.7 0.01
H -25.1940 -28.5819 -15.5265 0.1 0.1 0.2 0.07
H -26.3431 -27.6463 -16.4662 -0.2 -0.3 -0.1 0.07
H -25.1710 -26.7872 -15.5487 0.5 0.0 0.0 0.07
H -23.4045 -27.4122 -17.1863 0.4 -1.3 0.6 0.13
H -24.1866 -29.9463 -17.5466 -0.4 -0.2 0.2 0.12
H -23.5134 -29.1758 -18.8964 0.2 0.3 -0.1 0.10
H -24.7566 -30.7062 -20.2026 -0.1 0.2 -0.5 0.06
H -26.5894 -30.3839 -20.2275 0.3 -0.3 -0.5 0.08
H -25.7755 -31.4466 -19.0724 -0.2 0.5 1.0 0.06
H -25.5716 -26.3086 -17.6790 -0.2 1.0 -0.6 0.04
H -25.3235 -27.0699 -19.0389 -0.1 -0.1 -0.3 0.06
```
Positions in Å, forces in eV/Å.

Results
Spin multiplicity   2
Total charge   -2
<S²>   0.75
Orbital gap (spin up / spin down)   0.083 / 0.228 Eh
LUMO level (spin up / spin down)   0.1229 / 0.1229 Ha

[3]
Computed, not measured: C4H7O2P in the gas phase in a non-equilibrium geometry, with ωB97M-V with the def2-TZVPD basis set.

XYZ file:
```
14
Properties=species:S:1:pos:R:3:forces:R:3:lowdin_charge:R:1
C -0.2844 0.1222 1.2108 -0.3 -0.4 -0.1 -0.23
C 1.0745 0.7696 1.0240 0.0 0.2 0.3 -0.12
C -0.6964 -0.8856 0.1701 0.1 -0.1 -0.9 -0.28
C 1.8320 0.9392 0.0217 -1.4 -1.1 -1.1 0.34
O -1.5033 -1.2862 -2.4120 -0.4 -0.1 0.2 -0.37
O 0.7278 -0.1907 -2.1103 2.1 1.2 1.5 -0.34
P -0.6826 -0.3577 -1.6088 -0.9 -0.9 0.1 0.33
H -0.2953 -0.3417 2.2018 0.1 0.2 0.0 0.12
H -1.0039 0.9425 1.2297 0.0 0.2 0.1 0.12
H -1.2771 0.9015 -1.5004 -0.2 0.5 0.1 0.02
H 1.4113 1.2194 1.9588 0.4 0.2 0.0 0.15
H -0.0947 -1.7957 0.2130 0.0 0.0 0.1 0.10
H -1.7387 -1.1508 0.3529 0.0 -0.1 0.1 0.09
H 2.5310 1.1140 -0.7514 0.5 0.2 -0.3 0.08
```
Positions in Å, forces in eV/Å.

Results
Spin multiplicity   1
Total charge   0
Orbital gap (spin up / spin down)   0.240 / 0.240 Eh
ΔE to the lowest compared entry with this formula, charge and spin   346.0 kJ/mol
LUMO level (spin up / spin down)   -0.0971 / -0.0970 Ha